1.
{
  "formula": "H20O10",
  "method": "ωB97M-V/def2-TZVPD",
  "symbols": ["O", "H", "H", "O", "H", "H", "O", "H", "H", "O", "H", "H", "O", "H", "H", "O", "H", "H", "O", "H", "H", "O", "H", "H", "O", "H", "H", "O", "H", "H"],
  "positions_angstrom": [[0.522, 0.766, -0.376], [0.576, 0.500, 0.598], [1.115, 1.484, -0.552], [-2.421, -2.075, 1.287], [-2.466, -2.475, 0.459], [-2.740, -2.848, 1.820], [-0.149, -2.162, 3.068], [0.483, -1.491, 2.656], [-0.334, -2.688, 2.264], [-1.901, -0.350, -3.481], [-2.083, -1.188, -3.251], [-1.554, -0.046, -2.651], [3.437, 2.068, -3.590], [3.255, 2.743, -4.202], [4.332, 2.349, -3.407], [5.935, -0.233, -0.963], [6.525, 0.325, -0.448], [5.104, 0.232, -1.014], [-2.607, 1.066, 3.131], [-2.901, 1.960, 3.190], [-1.973, 1.040, 3.851], [-3.381, -0.123, -0.238], [-2.534, 0.143, -0.745], [-4.115, -0.056, -0.822], [-0.101, -2.983, 0.612], [-0.907, -3.501, 0.762], [-0.199, -2.806, -0.258], [0.204, 3.505, 1.171], [-0.204, 3.224, 0.403], [1.086, 3.620, 0.726]],
  "lowdin_charge": [-0.070, 0.087, 0.003, -0.051, -0.015, 0.087, -0.112, 0.059, -0.033, 0.014, -0.035, 0.010, -0.032, 0.004, 0.030, -0.051, 0.033, 0.018, -0.040, 0.011, 0.031, -0.064, 0.065, 0.015, -0.015, 0.056, -0.001, -0.040, -0.029, 0.063],
  "smiles": "O.O.O.O.O.O.O.O.O.O",
  "largest_force_ev_per_a": 5.2,
  "relative_energy_kj_mol": 539.0,
  "homo_lumo_gap_ev": 10.13,
  "homo_energy_ha": -0.3764
}

2.
{
  "formula": "C41H36N10PdS",
  "method": "ωB97M-V/def2-TZVPD",
  "symbols": ["Pd", "C", "C", "C", "C", "C", "N", "C", "C", "C", "C", "C", "C", "C", "C", "N", "C", "N", "C", "N", "C", "N", "C", "N", "C", "N", "C", "C", "C", "C", "C", "C", "C", "C", "C", "C", "C", "C", "C", "C", "N", "H", "H", "H", "H", "H", "H", "H", "H", "H", "H", "H", "H", "H", "H", "H", "H", "C", "C", "C", "C", "N", "C", "S", "N", "C", "C", "C", "C", "H", "H", "H", "H", "H", "H", "H", "H", "H", "H", "H", "H", "H", "H", "H", "H", "H", "H", "H", "H"],
  "positions_angstrom": [[1.036, -0.795, 0.030], [-0.134, -2.309, 6.293], [0.462, -1.067, 6.547], [0.955, -0.283, 5.519], [0.830, -0.774, 4.226], [1.247, -0.238, 2.933], [1.940, 0.872, 2.792], [2.342, 1.335, 1.624], [3.243, 2.474, 1.476], [3.880, 3.283, 2.407], [4.730, 4.263, 1.925], [4.948, 4.423, 0.550], [4.315, 3.611, -0.376], [3.451, 2.639, 0.109], [2.643, 1.626, -0.562], [2.505, 1.551, -1.867], [1.753, 0.640, -2.460], [1.177, -0.455, -1.907], [0.554, -1.193, -2.866], [-0.013, -2.375, -2.732], [-0.150, -2.991, -1.574], [0.079, -2.487, -0.329], [-0.211, -3.424, 0.613], [-0.173, -3.284, 1.925], [0.279, -2.206, 2.528], [0.879, -1.121, 1.967], [0.236, -2.008, 3.974], [-0.255, -2.798, 5.004], [-0.671, -4.629, -0.065], [-1.064, -5.873, 0.414], [-1.425, -6.829, -0.517], [-1.394, -6.553, -1.892], [-1.001, -5.317, -2.368], [-0.641, -4.355, -1.431], [0.698, -0.496, -4.140], [0.240, -0.784, -5.420], [0.570, 0.101, -6.431], [1.347, 1.241, -6.176], [1.805, 1.525, -4.902], [1.462, 0.642, -3.886], [2.009, 0.885, 0.388], [-0.506, -2.895, 7.123], [0.537, -0.717, 7.568], [1.416, 0.676, 5.705], [3.711, 3.147, 3.465], [5.242, 4.916, 2.618], [5.630, 5.191, 0.209], [4.488, 3.722, -1.437], [-0.713, -3.755, 4.799], [-1.085, -6.075, 1.475], [-1.736, -7.809, -0.183], [-1.682, -7.327, -2.590], [-0.975, -5.096, -3.425], [-0.351, -1.668, -5.610], [0.230, -0.090, -7.439], [1.595, 1.903, -6.995], [2.412, 2.395, -4.694], [-1.035, 6.738, -1.691], [0.426, 7.041, -1.382], [1.431, 6.307, -2.268], [1.393, 4.788, -2.137], [0.354, 4.192, -2.961], [-0.508, 3.245, -2.552], [-0.670, 2.752, -0.956], [-1.296, 2.691, -3.506], [-1.416, 3.111, -4.889], [-2.141, 4.442, -5.097], [-3.651, 4.400, -4.875], [-4.083, 4.125, -3.437], [-1.696, 7.374, -1.103], [-1.287, 5.703, -1.463], [-1.256, 6.918, -2.746], [0.633, 6.782, -0.339], [0.601, 8.116, -1.472], [2.440, 6.642, -2.013], [1.273, 6.587, -3.317], [1.184, 4.494, -1.107], [2.353, 4.341, -2.408], [0.426, 4.364, -3.951], [-1.981, 2.059, -3.126], [-1.936, 2.307, -5.415], [-0.420, 3.146, -5.342], [-1.942, 4.772, -6.121], [-1.703, 5.193, -4.434], [-4.090, 3.654, -5.544], [-4.061, 5.364, -5.187], [-3.980, 3.076, -3.163], [-5.131, 4.389, -3.295], [-3.490, 4.703, -2.726]],
  "lowdin_charge": [1.072, -0.075, -0.076, -0.010, -0.105, -0.261, 0.213, -0.263, -0.099, -0.008, -0.075, -0.074, -0.022, -0.109, -0.296, 0.215, -0.291, 0.017, -0.265, 0.211, -0.267, 0.010, -0.265, 0.210, -0.265, 0.009, -0.105, -0.010, -0.106, -0.012, -0.077, -0.078, -0.012, -0.107, -0.103, -0.008, -0.078, -0.094, -0.030, -0.112, 0.010, 0.101, 0.101, 0.113, 0.114, 0.101, 0.101, 0.109, 0.113, 0.113, 0.101, 0.101, 0.112, 0.113, 0.101, 0.103, 0.112, -0.111, -0.256, -0.194, -0.220, 0.018, -0.867, 0.622, -0.001, -0.190, -0.199, -0.254, -0.100, 0.072, 0.040, 0.065, 0.110, 0.102, 0.107, 0.110, 0.071, 0.095, 0.123, 0.101, 0.129, 0.092, 0.112, 0.091, 0.106, 0.103, 0.063, 0.071, 0.068],
  "largest_force_ev_per_a": 0.5,
  "relative_energy_kj_mol": 0.0,
  "homo_lumo_gap_ev": 4.98,
  "homo_energy_ha": -0.2332
}

3.
{
  "formula": "C58H71FNO40P",
  "method": "ωB97M-V/def2-TZVPD",
  "symbols": ["C", "C", "C", "F", "C", "C", "P", "O", "O", "C", "O", "C", "C", "C", "C", "C", "C", "N", "C", "C", "C", "C", "C", "C", "C", "O", "C", "C", "C", "C", "O", "O", "C", "C", "O", "H", "H", "H", "H", "H", "H", "H", "H", "H", "H", "H", "H", "H", "H", "H", "H", "H", "H", "H", "H", "H", "H", "H", "H", "H", "H", "H", "O", "C", "O", "C", "C", "O", "H", "H", "H", "H", "O", "C", "O", "C", "C", "O", "H", "H", "H", "H", "O", "C", "O", "C", "C", "O", "H", "H", "H", "H", "O", "C", "O", "C", "C", "O", "H", "H", "H", "H", "O", "C", "O", "C", "C", "O", "H", "H", "H", "H", "O", "C", "O", "C", "C", "O", "H", "H", "H", "H", "O", "C", "O", "C", "C", "O", "H", "H", "H", "H", "O", "C", "O", "C", "C", "O", "H", "H", "H", "H", "O", "C", "O", "C", "C", "O", "H", "H", "H", "H", "O", "C", "O", "C", "C", "O", "H", "H", "H", "H", "O", "C", "O", "C", "C", "O", "H", "H", "H", "H"],
  "positions_angstrom": [[-1.644, -1.168, 6.828], [-0.965, -0.146, 5.920], [0.202, -0.807, 5.204], [-0.010, -2.171, 5.079], [0.493, -0.324, 3.812], [-0.334, -0.359, 2.789], [-2.056, -1.028, 2.951], [-2.855, -0.353, 1.685], [-1.871, -2.570, 2.500], [0.178, 0.129, 1.486], [-0.500, 0.762, 0.699], [1.591, -0.187, 1.235], [2.025, -0.522, 0.012], [3.310, -0.857, -0.180], [3.813, -1.296, -1.502], [3.896, -2.865, -1.530], [2.707, -3.445, -2.338], [1.759, -4.312, -1.611], [0.550, -3.565, -1.281], [-0.540, -4.356, -0.632], [-0.369, -5.154, 0.454], [-1.384, -5.826, 1.014], [-2.613, -5.726, 0.485], [-2.809, -4.940, -0.569], [-1.795, -4.271, -1.119], [-2.024, -3.458, -2.208], [4.154, -0.806, 0.868], [3.749, -0.453, 2.099], [4.718, -0.416, 3.229], [4.650, -1.672, 4.008], [3.713, -1.938, 4.720], [5.696, -2.525, 3.879], [2.438, -0.157, 2.272], [1.869, 0.191, 3.593], [2.445, 0.843, 4.438], [-2.252, -1.864, 6.273], [-2.217, -0.673, 7.593], [-0.860, -1.687, 7.354], [-0.567, 0.610, 6.582], [-1.662, 0.324, 5.251], [1.100, -0.700, 5.789], [-2.640, -0.878, 0.903], [-1.062, -2.732, 1.995], [1.320, -0.562, -0.795], [4.824, -0.929, -1.598], [3.172, -0.952, -2.296], [3.902, -3.287, -0.541], [4.831, -3.171, -1.975], [2.194, -2.621, -2.812], [3.118, -4.064, -3.120], [2.173, -4.711, -0.783], [0.159, -3.145, -2.184], [0.826, -2.772, -0.582], [0.612, -5.229, 0.883], [-1.244, -6.445, 1.872], [-3.440, -6.268, 0.892], [-3.788, -4.834, -0.984], [-2.562, -2.713, -1.945], [5.185, -1.077, 0.727], [5.711, -0.296, 2.832], [4.540, 0.394, 3.909], [5.444, -3.191, 3.221], [-5.594, 5.520, 0.129], [-4.852, 4.674, 0.518], [-4.287, 4.655, 1.739], [-3.648, 3.378, 1.919], [-3.402, 2.944, 0.492], [-4.466, 3.606, -0.217], [-2.735, 3.479, 2.497], [-4.331, 2.712, 2.448], [-2.447, 3.302, 0.105], [-3.456, 1.868, 0.364], [6.682, -0.150, -1.822], [6.730, 0.817, -2.514], [7.796, 1.634, -2.615], [7.560, 2.536, -3.702], [6.052, 2.541, -3.799], [5.715, 1.236, -3.303], [7.968, 3.517, -3.490], [8.037, 2.134, -4.600], [5.598, 3.294, -3.156], [5.689, 2.674, -4.815], [-3.791, -3.196, 5.899], [-4.752, -3.178, 5.203], [-4.747, -2.771, 3.912], [-6.009, -3.103, 3.330], [-6.910, -3.179, 4.548], [-5.996, -3.558, 5.583], [-6.319, -2.343, 2.618], [-5.917, -4.059, 2.812], [-7.349, -2.213, 4.804], [-7.705, -3.913, 4.447], [-0.365, -0.582, -3.243], [-0.602, 0.488, -2.792], [-1.189, 0.692, -1.583], [-1.097, 2.085, -1.273], [-0.958, 2.710, -2.649], [-0.326, 1.667, -3.397], [-1.982, 2.420, -0.739], [-0.220, 2.248, -0.644], [-1.923, 2.936, -3.106], [-0.348, 3.609, -2.648], [-7.174, 5.267, -6.360], [-6.768, 5.092, -5.257], [-5.689, 5.710, -4.728], [-5.652, 5.414, -3.323], [-6.434, 4.121, -3.249], [-7.324, 4.240, -4.368], [-4.630, 5.308, -2.973], [-6.134, 6.224, -2.775], [-5.806, 3.240, -3.390], [-6.988, 4.014, -2.321], [3.643, -6.238, -4.026], [2.622, -6.327, -4.622], [2.254, -5.512, -5.643], [1.077, -6.059, -6.244], [0.497, -6.890, -5.118], [1.663, -7.248, -4.372], [0.412, -5.267, -6.577], [1.369, -6.664, -7.104], [-0.171, -6.316, -4.473], [-0.024, -7.777, -5.468], [2.478, -7.305, 1.059], [2.902, -7.814, 2.040], [4.053, -7.462, 2.670], [4.098, -8.152, 3.933], [3.202, -9.343, 3.675], [2.301, -8.837, 2.685], [5.118, -8.430, 4.184], [3.710, -7.493, 4.708], [3.742, -10.194, 3.258], [2.661, -9.666, 4.559], [-5.706, -0.283, -8.941], [-6.018, 0.859, -8.866], [-6.770, 1.389, -7.873], [-6.737, 2.819, -8.001], [-6.410, 3.001, -9.467], [-5.667, 1.812, -9.765], [-7.688, 3.256, -7.720], [-5.960, 3.214, -7.348], [-7.302, 3.026, -10.095], [-5.815, 3.889, -9.662], [7.387, 4.977, -2.086], [7.444, 5.952, -2.763], [8.517, 6.766, -2.850], [8.295, 7.687, -3.926], [6.783, 7.700, -4.029], [6.436, 6.392, -3.554], [8.716, 8.660, -3.694], [8.773, 7.298, -4.826], [6.324, 8.444, -3.377], [6.426, 7.849, -5.044], [-4.834, 11.793, -0.144], [-5.433, 10.859, 0.271], [-5.959, 10.772, 1.519], [-6.795, 9.611, 1.571], [-6.221, 8.751, 0.465], [-5.686, 9.730, -0.435], [-6.741, 9.140, 2.548], [-7.827, 9.911, 1.378], [-5.413, 8.107, 0.810], [-6.970, 8.139, -0.029], [4.818, 0.525, 10.784], [4.778, 0.066, 9.693], [5.838, -0.490, 9.052], [5.355, -1.133, 7.867], [4.066, -0.387, 7.599], [3.670, 0.024, 8.913], [6.076, -1.044, 7.059], [5.189, -2.191, 8.080], [4.215, 0.502, 6.983], [3.305, -1.010, 7.140]],
  "lowdin_charge": [-0.078, -0.194, -0.292, 0.003, -0.071, -0.150, 0.915, -0.272, -0.230, -0.266, 0.073, -0.093, 0.041, -0.202, -0.106, -0.108, -0.188, -0.018, -0.156, -0.150, -0.044, -0.090, -0.098, -0.041, -0.299, 0.043, 0.038, -0.131, -0.032, -0.485, 0.134, 0.095, -0.054, -0.253, 0.129, 0.034, 0.075, 0.078, 0.113, 0.064, 0.132, 0.051, 0.062, 0.127, 0.071, 0.114, 0.101, 0.106, 0.102, 0.080, 0.094, 0.102, 0.111, 0.111, 0.113, 0.109, 0.123, 0.103, 0.146, 0.130, 0.121, 0.133, 0.150, -0.567, 0.077, -0.079, -0.119, 0.067, 0.140, 0.139, 0.107, 0.131, 0.144, -0.559, 0.082, -0.116, -0.106, 0.065, 0.101, 0.136, 0.126, 0.133, 0.159, -0.553, 0.028, -0.114, -0.115, 0.066, 0.131, 0.133, 0.132, 0.131, 0.170, -0.565, 0.032, -0.153, -0.096, 0.069, 0.051, 0.132, 0.129, 0.133, 0.147, -0.577, 0.068, -0.113, -0.112, 0.066, 0.127, 0.131, 0.133, 0.130, 0.157, -0.580, 0.056, -0.118, -0.115, 0.063, 0.132, 0.130, 0.132, 0.130, 0.168, -0.574, 0.055, -0.113, -0.117, 0.063, 0.131, 0.131, 0.133, 0.132, 0.163, -0.577, 0.061, -0.124, -0.110, 0.057, 0.124, 0.124, 0.132, 0.133, 0.154, -0.570, 0.072, -0.109, -0.109, 0.060, 0.134, 0.134, 0.135, 0.133, 0.168, -0.573, 0.059, -0.116, -0.124, 0.058, 0.131, 0.132, 0.120, 0.128, 0.167, -0.572, 0.058, -0.117, -0.124, 0.062, 0.129, 0.135, 0.133, 0.114],
  "smiles": "CC[C@@H](F)C1=C(P(O)O)C(=O)c2cc(CCCNCc3ccccc3O)cc(CC(=O)O)c2C1=O.O=C1OCCO1.O=C1OCCO1.O=C1OCCO1.O=C1OCCO1.O=C1OCCO1.O=C1OCCO1.O=C1OCCO1.O=C1OCCO1.O=C1OCCO1.O=C1OCCO1.O=C1OCCO1",
  "largest_force_ev_per_a": 2.7,
  "homo_lumo_gap_ev": 6.92,
  "homo_energy_ha": -0.2978
}

4.
{
  "formula": "H16HfNO11",
  "method": "ωB97M-V/def2-TZVPD",
  "symbols": ["Hf", "N", "O", "O", "O", "O", "H", "H", "O", "H", "H", "O", "H", "H", "O", "H", "H", "O", "H", "H", "O", "H", "H", "O", "H", "H", "O", "H", "H"],
  "positions_angstrom": [[-0.570, -1.083, 1.782], [-0.348, 1.133, -0.655], [-0.404, 0.032, -0.095], [0.704, 1.357, -1.319], [-0.729, 2.108, 0.039], [-0.590, -2.539, 0.105], [-0.969, -3.419, 0.081], [-0.203, -2.378, -0.734], [3.321, 1.434, -0.234], [3.778, 0.720, -0.721], [2.390, 1.562, -0.425], [-1.173, 0.899, 2.290], [-1.478, 1.293, 3.109], [-1.328, 1.605, 1.640], [1.278, 0.062, 2.080], [1.179, 0.986, 2.468], [2.264, -0.011, 2.057], [-3.326, 0.919, -0.816], [-4.290, 0.932, -0.938], [-3.054, 1.834, -0.961], [2.096, -1.479, -0.292], [3.032, -1.530, -0.082], [2.074, -2.216, -0.888], [-2.496, -0.941, 0.962], [-3.388, -1.168, 1.250], [-2.720, -0.490, 0.124], [1.479, -0.039, -3.575], [1.053, 0.485, -2.922], [2.420, -0.070, -3.331]],
  "lowdin_charge": [2.262, -0.358, -0.151, 0.110, 0.069, -0.021, 0.147, 0.098, -0.026, 0.065, -0.011, -0.060, 0.158, 0.093, -0.087, 0.166, 0.157, -0.020, 0.108, 0.081, -0.040, 0.079, 0.063, -0.086, 0.159, 0.076, -0.032, -0.048, 0.051],
  "total_charge": 3,
  "largest_force_ev_per_a": 10.8,
  "relative_energy_kj_mol": 174.2,
  "homo_lumo_gap_ev": 3.58,
  "homo_energy_ha": -0.6851
}